DFT (wB97M-V/def2-TZVPD) results for C47H65N6O2ReS2Se as an isolated structure at a distorted geometry.

Geometry as ORCA input:
```
! wB97M-V def2-TZVPD RIJCOSX def2/J DEFGRID3
* xyz 1 2
Re 0.0971 0.4106 2.2430
C -1.1690 -5.0146 4.7526
C -1.4679 -3.7347 5.5244
N -0.4410 -2.7153 5.3117
C -0.5382 -1.7144 4.4199
S 0.8863 -0.7067 4.2344
N -1.6808 -1.5467 3.8084
N -1.6453 -0.5058 2.8960
C -2.7660 -0.1859 2.3386
C -4.0673 -0.8053 2.7080
C -2.6608 0.8305 1.3000
C -3.7619 1.3171 0.6066
C -3.6057 2.3765 -0.2604
C -2.3389 2.9268 -0.4202
C -1.2796 2.3572 0.2413
N -1.4228 1.3081 1.0848
H -2.0157 -5.7018 4.8067
H -0.9728 -4.7832 3.7020
H -0.2933 -5.5264 5.1604
H -2.4142 -3.3097 5.2097
H -1.5264 -3.9396 6.5932
H 0.4603 -2.8350 5.7376
H -3.9872 -1.2597 3.6865
H -4.8516 -0.0474 2.7210
H -4.3577 -1.5818 1.9920
H -4.7335 0.8714 0.7714
H -4.4566 2.7772 -0.8014
H -2.1739 3.7848 -1.0630
H -0.2699 2.7185 0.1063
C 3.0928 1.7707 -0.8567
C 2.8911 0.8905 0.3464
O 1.7452 0.6178 0.6645
C 4.0748 0.3786 1.0906
C 3.8909 -0.3731 2.2493
C 4.9832 -0.8645 2.9472
C 6.2703 -0.6134 2.4806
C 6.4614 0.1332 1.3238
C 5.3668 0.6290 0.6315
H 2.1184 2.0416 -1.2579
H 3.6647 1.2528 -1.6318
H 3.6521 2.6654 -0.5669
H 2.8876 -0.5710 2.5937
H 4.8282 -1.4393 3.8531
H 7.1273 -1.0027 3.0169
H 7.4633 0.3317 0.9645
H 5.5301 1.2071 -0.2707
C 0.4494 4.4850 3.6456
C 0.4053 2.9932 4.0129
C 1.5315 2.7043 5.0192
C 0.6966 2.1507 2.7681
C -0.9793 2.6077 4.5508
C -1.1472 1.8414 5.6973
C -2.4144 1.4366 6.1123
C -3.5390 1.7914 5.3833
C -3.3855 2.5615 4.2335
C -2.1200 2.9618 3.8279
H 1.4770 4.7837 3.4192
H 0.0884 5.0929 4.4786
H -0.1663 4.7134 2.7705
H 2.4941 2.9663 4.5733
H 1.5673 1.6501 5.2947
H 1.3954 3.3088 5.9215
H 1.3248 2.6839 2.0375
H -0.2865 1.5418 6.2819
H -2.5169 0.8374 7.0090
H -4.5250 1.4890 5.7148
H -4.2533 2.8538 3.6515
H -2.0248 3.5652 2.9301
C 2.4289 3.8964 -4.6991
C 1.3621 3.0413 -4.0146
C -0.0510 3.5006 -4.3595
C -1.1344 2.6621 -3.6867
N -1.1557 1.2863 -4.1782
C -0.6869 0.1909 -3.5176
Se -0.0160 0.1289 -1.7941
N -0.8292 -0.8602 -4.3729
C -0.5809 -2.2733 -4.0547
C 0.8804 -2.6231 -3.8047
C 1.8019 -2.2281 -4.9583
C 1.6312 -3.0995 -6.2039
C -1.4262 -0.4351 -5.5669
C -1.8101 -1.1243 -6.7078
C -2.4162 -0.3919 -7.7179
C -2.6330 0.9835 -7.5884
C -2.2371 1.6672 -6.4460
C -1.6238 0.9257 -5.4475
H 3.4355 3.5567 -4.4437
H 2.3436 4.9457 -4.4000
H 2.3286 3.8508 -5.7876
H 1.4905 3.0829 -2.9277
H 1.4882 1.9942 -4.3059
H -0.1869 3.4730 -5.4449
H -0.1870 4.5385 -4.0392
H -2.1227 3.0929 -3.8518
H -0.9576 2.6007 -2.6153
H -0.9458 -2.8394 -4.9077
H -1.1910 -2.5356 -3.1909
H 0.9238 -3.7088 -3.6488
H 1.2083 -2.1465 -2.8847
H 2.8349 -2.2920 -4.6114
H 1.6254 -1.1787 -5.2164
H 1.7750 -4.1572 -5.9616
H 2.3573 -2.8339 -6.9748
H 0.6354 -2.9877 -6.6461
H -1.6565 -2.1911 -6.8152
H -2.7311 -0.8975 -8.6221
H -3.1211 1.5240 -8.3897
H -2.4080 2.7317 -6.3393
C 2.6912 -3.4252 0.2437
C 1.3051 -3.9805 0.5596
S 0.0785 -2.7250 0.2620
O 0.2575 -1.7853 1.4559
C -1.4087 -3.6716 0.6479
C -2.4323 -3.5817 -0.4872
H 3.4598 -4.1541 0.4986
H 2.8817 -2.5178 0.8223
H 2.7839 -3.1813 -0.8175
H 1.2015 -4.2563 1.6123
H 1.0447 -4.8324 -0.0743
H -1.7683 -3.2134 1.5735
H -1.1242 -4.7048 0.8525
H -2.6726 -2.5381 -0.7156
H -3.3546 -4.0963 -0.2122
H -2.0513 -4.0458 -1.4010
*
```

Energy above the lowest of the compared OMol25 structures with the same formula, charge and spin, kJ/mol: 4.2
Energy, Eh: -5584.87585
Highest occupied orbital energy (alpha / beta), eV: -9.11 / -8.60
Frontier orbital gap (alpha / beta), eV: 6.47 / 5.93
M, g/mol: 1075.378

Atom charges from the Löwdin analysis, given in e for atoms 1 to 6:
1. Re 1.217
2. C -0.078
3. C -0.228
4. N -0.015
5. C -0.750
6. S 0.688

DFT (wB97M-V/def2-TZVPD) results for C11H32IN11O22 as an isolated structure at a distorted geometry.

Geometry as ORCA input:
```
! wB97M-V def2-TZVPD RIJCOSX def2/J DEFGRID3
* xyz 0 1
O 1.8443 0.9481 0.4424
C 1.9026 1.6714 -0.4860
O 1.3557 1.3117 -1.6404
N 2.4705 2.9329 -0.4597
I 4.4963 2.8900 -0.7298
H 1.5731 0.3838 -1.7744
H 2.2648 3.3175 0.4545
C 2.0900 -0.8943 3.0210
N 3.0329 -1.2919 4.1023
O 4.1158 -1.7299 3.7623
O 2.6502 -1.1808 5.2468
H 2.5731 -1.0687 2.0678
H 1.2023 -1.5105 3.1283
H 1.8470 0.1561 3.1443
C 3.9391 -4.8675 2.1173
N 2.7280 -5.0856 1.2830
O 1.8987 -4.1909 1.2666
O 2.6391 -6.1306 0.6777
H 3.8600 -3.8948 2.5878
H 3.9756 -5.6533 2.8635
H 4.8034 -4.9103 1.4603
C -2.2188 2.1208 2.0233
N -0.7369 2.1278 2.1696
O -0.2357 1.3661 2.9684
O -0.1127 2.8925 1.4616
H -2.6317 1.3925 2.7063
H -2.5774 3.1169 2.2507
H -2.4362 1.8587 0.9926
C 1.5018 -6.2699 5.5377
N 2.9788 -6.4561 5.5380
O 3.4373 -7.3572 6.2010
O 3.6270 -5.6767 4.8620
H 1.0604 -7.0257 6.1755
H 1.3005 -5.2713 5.9138
H 1.1600 -6.3735 4.5118
C 1.8059 2.6839 -4.2531
N 3.0716 3.4536 -4.1413
O 3.1168 4.3664 -3.3445
O 3.9983 3.1060 -4.8521
H 1.0806 3.0922 -3.5626
H 1.4621 2.7714 -5.2809
H 2.0431 1.6539 -4.0004
C 5.2039 -0.6265 -4.5320
N 3.7721 -0.8956 -4.2316
O 3.2988 -1.9502 -4.5848
O 3.1681 -0.0137 -3.6466
H 5.6119 -1.4842 -5.0526
H 5.2422 0.2673 -5.1488
H 5.7088 -0.4630 -3.5847
C -1.3773 5.6826 -2.8638
N -1.8596 4.2866 -3.0513
O -3.0562 4.0981 -3.0872
O -1.0079 3.4267 -3.1527
H -2.2377 6.3361 -2.7874
H -0.7860 5.7017 -1.9532
H -0.7668 5.9347 -3.7255
C -7.0280 2.8595 1.3287
N -5.5569 2.8943 1.5363
O -5.0784 2.1428 2.3631
O -4.9212 3.6690 0.8508
H -7.4547 2.1219 1.9959
H -7.4143 3.8523 1.5410
H -7.2002 2.5900 0.2942
C -0.3741 -2.0443 -0.1256
N -1.8197 -1.7162 -0.2758
O -2.4696 -2.3649 -1.0683
O -2.2510 -0.8117 0.4109
H -0.1317 -2.8618 -0.7931
H 0.1875 -1.1497 -0.3782
H -0.2060 -2.3265 0.9086
C -6.3316 -0.3083 -2.3500
N -7.2557 0.4170 -1.4350
O -8.0612 1.1818 -1.9237
O -7.1357 0.1969 -0.2463
H -6.5529 -0.0110 -3.3676
H -5.3179 -0.0355 -2.0723
H -6.4982 -1.3710 -2.2047
*
```

Energy, Eh: -2992.66235
Highest occupied orbital energy, eV: -9.26
Frontier orbital gap, eV: 8.70
M, g/mol: 797.336

Atom charges from the Löwdin analysis, given in e for atoms 1 to 6:
1. O 0.094
2. C -0.816
3. O 0.094
4. N -0.372
5. I 0.923
6. H 0.104

DFT (wB97M-V/def2-TZVPD) results for C15H35ClFeN5O5 as an isolated structure at a distorted geometry.

Geometry as ORCA input:
```
! wB97M-V def2-TZVPD RIJCOSX def2/J DEFGRID3
* xyz 1 5
Fe -0.8536 -0.2006 -0.0915
Cl -2.2671 -2.1163 0.1450
C -2.1931 1.4129 2.5326
O -1.5908 0.9924 1.5144
N -2.2904 0.7118 3.6633
C -3.0076 1.1875 4.8193
C -1.6975 -0.5736 3.7944
H -2.7720 2.3488 2.5663
H -2.3061 1.9082 5.2395
H -3.1041 0.4905 5.6517
H -3.9431 1.7304 4.6837
H -0.6826 -0.4352 4.1672
H -2.1998 -1.2696 4.4662
H -1.6347 -1.1527 2.8731
C 0.8953 -1.5665 -2.5331
O 0.1774 -0.8840 -1.8083
N 2.2305 -1.6010 -2.4224
C 3.1842 -2.1949 -3.3408
C 2.9192 -0.9671 -1.2991
H 0.5891 -2.1197 -3.4345
H 3.5884 -3.0556 -2.8079
H 3.9393 -1.4922 -3.6930
H 2.7304 -2.5108 -4.2802
H 3.1323 -1.7523 -0.5739
H 3.8628 -0.5283 -1.6236
H 2.2461 -0.2733 -0.7954
C 1.4926 -1.1177 2.0578
O 0.7203 -0.9136 1.1503
N 1.4219 -2.0832 2.9479
C 2.4829 -2.4007 3.8870
C 0.5188 -3.1811 2.8509
H 2.3282 -0.4616 2.3470
H 2.1076 -2.3967 4.9104
H 3.3245 -1.7128 3.8055
H 2.8098 -3.4040 3.6140
H 0.1831 -3.5843 3.8063
H -0.4149 -3.0272 2.3100
H 1.0968 -3.9212 2.2975
C 1.2993 2.4739 -0.3946
O 0.4277 1.5471 -0.4384
N 2.1008 2.8452 -1.4086
C 3.1354 3.9444 -1.2336
C 2.3281 2.1675 -2.7103
H 1.4404 3.1360 0.4736
H 4.1142 3.4650 -1.2445
H 2.9502 4.5670 -0.3583
H 3.0928 4.7026 -2.0156
H 1.3872 1.7133 -3.0209
H 2.6547 2.9429 -3.4033
H 3.0485 1.3609 -2.5742
C -3.0816 1.4385 -1.7616
O -2.1660 1.0177 -1.1221
N -3.7141 0.6551 -2.6985
C -4.8624 1.1136 -3.4616
C -3.1293 -0.5505 -3.2895
H -3.5372 2.4315 -1.6259
H -5.6697 1.4522 -2.8122
H -5.2351 0.2637 -4.0333
H -4.5961 1.9518 -4.1055
H -2.4912 -0.9865 -2.5209
H -3.9327 -1.2705 -3.4450
H -2.5885 -0.2673 -4.1926
*
```

Energy above the lowest of the compared OMol25 structures with the same formula, charge and spin, kJ/mol: 329.0
Energy, Eh: -2966.29353
Highest occupied orbital energy (alpha / beta), eV: -11.02 / -10.01
Frontier orbital gap (alpha / beta), eV: 9.21 / 8.21
M, g/mol: 456.773

Atom charges from the natural (NBO) analysis, given in e for atoms 1 to 6:
1. Fe 1.541
2. Cl -0.775
3. C 0.562
4. O -0.717
5. N -0.397
6. C -0.428

DFT (wB97M-V/def2-TZVPD) results for an isolated molecule of C6H7NO at a distorted geometry.

Geometry as ORCA input:
```
! wB97M-V def2-TZVPD RIJCOSX def2/J DEFGRID3
* xyz 0 1
O 1.6031 -1.2187 -1.9798
C 1.4746 0.1969 -1.8640
C 0.7177 0.7613 -0.8952
C -0.1056 0.1761 0.0480
C -0.6696 -1.0657 0.5036
C -1.4691 -0.6637 1.7330
C -1.2795 0.6259 1.8519
N -0.5607 1.2947 0.8642
H 0.9086 -1.7122 -1.2083
H 1.7674 0.4637 -2.8071
H 0.4684 1.9006 -1.0268
H -0.8105 -2.1908 0.1363
H -1.6826 -1.3872 2.6234
H -1.3404 1.1824 2.8721
H -0.2213 2.2455 0.9347
*
```

Energy above the lowest of the compared OMol25 structures with the same formula, charge and spin, kJ/mol: 349.5
Energy, Eh: -362.68038
Highest occupied orbital energy, eV: -7.71
Structure (SMILES): O/C=C\c1ccc[nH]1
Frontier orbital gap, eV: 8.53
M, g/mol: 109.128

Atom charges from the natural (NBO) analysis, given in e for atoms 1 to 6:
1. O -0.699
2. C 0.174
3. C -0.345
4. C 0.091
5. C -0.341
6. C -0.313

DFT (wB97M-V/def2-TZVPD) results for a 12-piece molecular cluster, C14H49F3N20O13 overall at a distorted geometry.

Geometry as ORCA input:
```
! wB97M-V def2-TZVPD RIJCOSX def2/J DEFGRID3
* xyz 0 1
O -0.3202 2.3219 -2.8108
H 0.2613 3.1075 -2.6308
H -0.1141 1.6072 -2.1502
H -1.2588 2.5587 -2.8319
C 0.0459 0.2774 -0.2075
O 1.0428 0.5741 -1.2382
O -1.1660 0.5590 -0.7350
C 0.2713 -1.1983 0.3603
F 0.8307 -2.1040 -0.4464
F 0.9401 -1.2336 1.5415
F -0.9031 -1.7763 0.7546
C 2.3671 0.1219 -1.0695
C 3.1344 1.4188 -0.9789
H 3.1519 1.9840 -1.9154
H 2.6280 2.0327 -0.2350
H 4.2197 1.3728 -0.8521
H 2.8352 -0.3938 -1.9163
H 2.6996 -0.5599 -0.2834
H 0.2412 1.0246 0.5685
C 3.3897 5.0786 0.1394
O 3.6501 6.1530 -0.4270
N 2.1842 4.6573 0.5409
N 4.3342 4.2188 0.5040
H 1.4839 5.3837 0.5552
H 2.0476 3.8054 1.0533
H 4.2281 3.3347 0.9762
H 5.2244 4.4516 0.0876
C -4.6357 -0.0825 -2.1013
O -5.6691 -0.4552 -2.7184
N -3.4287 0.0528 -2.6131
N -4.7038 -0.0006 -0.7689
H -3.1404 -0.3525 -3.4834
H -2.7556 0.4456 -1.9721
H -5.5653 -0.3104 -0.3612
H -3.8535 0.1974 -0.2666
C -4.0842 1.9506 1.6830
O -4.2432 2.5698 0.6200
N -5.0504 1.9577 2.6384
N -3.0261 1.1826 1.9490
H -4.8033 1.4372 3.4625
H -5.9294 2.4290 2.5521
H -3.0654 0.5157 2.7011
H -2.2967 1.2695 1.2516
C -1.8057 -5.1839 -1.4200
O -1.8732 -4.6432 -2.5344
N -1.2793 -4.4976 -0.4044
N -2.2967 -6.4044 -1.0839
H -0.7229 -3.6939 -0.6345
H -1.3713 -4.8812 0.5241
H -2.7980 -6.8760 -1.8163
H -1.9309 -6.8427 -0.2598
C -0.8212 -1.3958 4.3431
O -1.8660 -0.8932 3.9300
N -0.2951 -2.5615 3.9579
N 0.0334 -0.7398 5.2065
H -0.7775 -3.0756 3.2310
H 0.4841 -2.9807 4.4283
H -0.3917 0.0821 5.6019
H 0.8430 -1.2345 5.5278
C 3.1760 1.2931 2.8378
O 3.7060 2.2980 2.3912
N 1.8360 1.2112 3.0559
N 3.8172 0.2402 3.3775
H 1.3852 0.3607 3.3502
H 1.2366 2.0164 3.1087
H 4.8200 0.3714 3.3700
H 3.4861 -0.2866 4.1641
C 5.6042 -1.6052 -0.1380
O 6.1966 -0.5578 -0.3652
N 5.4463 -2.5742 -1.0751
N 5.0019 -1.9547 1.0394
H 5.9453 -2.3123 -1.9135
H 5.5072 -3.5367 -0.7891
H 5.1032 -1.3492 1.8322
H 4.4120 -2.7653 1.0162
C -0.7040 -1.3923 -3.9938
O -0.4354 -0.2268 -4.2511
N -0.5131 -2.3736 -4.9173
N -1.2047 -1.8465 -2.8067
H -0.4373 -3.3383 -4.6410
H -0.1877 -2.1359 -5.8366
H -1.4359 -2.8219 -2.6702
H -1.2268 -1.0613 -2.1645
C 1.1461 5.2790 -3.4442
O 1.5875 4.1473 -3.2168
N 1.3470 6.3733 -2.6775
N 0.2402 5.4819 -4.4437
H 0.7478 7.1462 -2.9011
H 1.8411 6.2790 -1.7993
H 0.3409 4.9175 -5.2694
H -0.4419 6.2124 -4.3602
C -3.5618 -3.7172 2.0679
O -2.5191 -4.3438 2.3329
N -4.6921 -3.9238 2.7911
N -3.6002 -2.5842 1.3202
H -4.6040 -4.6307 3.5005
H -5.4004 -3.2181 2.8771
H -4.5223 -2.4126 0.9510
H -2.7731 -2.4214 0.7671
*
```

Energy above the lowest of the compared OMol25 structures with the same formula, charge and spin, kJ/mol: 0.0
Energy, Eh: -2936.02092
Highest occupied orbital energy, eV: -8.31
Frontier orbital gap, eV: 8.05
M, g/mol: 762.667

Atom charges from the Löwdin analysis, given in e for atoms 1 to 6:
1. O 0.243
2. H 0.112
3. H 0.104
4. H 0.164
5. C -0.394
6. O -0.128